# 1
88
Properties=species:S:1:pos:R:3:forces:R:3 method="wB97M-V/def2-TZVPD" total_charge=0 de_lowest_kcal_mol=9.0 total_energy_ha=-2070.47986 gap_ev=9.88 lumo_energy_ev=0.063
O -4.4621 -16.3859 7.0495 -0.7 0.4 -0.7
H -5.3600 -16.5345 6.7021 0.2 -0.1 0.4
H -4.1831 -15.6410 6.4912 0.2 -0.2 0.2
O -3.0825 -14.6893 4.5383 -0.6 0.7 0.4
H -2.9189 -14.3119 3.6592 0.3 -0.9 0.6
H -2.6791 -15.5480 4.7143 0.4 -0.1 -0.9
O -1.9323 -23.3835 4.5015 0.1 -0.6 -0.2
H -1.8238 -24.2458 4.0787 -0.2 0.1 0.1
H -1.0228 -23.0910 4.5948 0.4 0.4 0.1
O -5.9066 -17.1989 2.3757 -0.6 0.3 0.2
H -6.5891 -16.6421 2.8335 0.7 -0.3 -0.3
H -5.8979 -16.8039 1.5008 0.2 0.1 -0.2
O -1.6782 -17.5335 4.7230 -0.5 0.4 -0.7
H -1.6811 -18.1478 3.9674 0.0 0.1 0.2
H -1.0293 -17.9352 5.2874 0.4 -0.1 0.6
O -2.4212 -17.7475 8.2274 0.2 0.6 0.2
H -2.1398 -16.8284 8.3449 0.3 -0.4 0.2
H -3.3132 -17.5812 7.8984 -0.4 -0.1 -0.4
C -0.1133 -19.7912 7.5497 0.3 -1.1 1.6
C 0.6522 -21.0623 7.1681 -0.6 0.2 1.1
O 0.8929 -21.8427 8.3420 0.8 0.3 -0.7
O -1.3608 -20.2558 8.1223 0.2 1.4 -0.6
H -0.2260 -19.1898 6.6430 -0.2 0.3 0.2
H 0.4613 -19.2789 8.3884 -0.5 -0.2 -1.3
H 1.6049 -20.7954 6.7083 -0.1 -0.4 -0.1
H -0.0099 -21.6750 6.5378 0.3 0.3 -0.3
H 0.0181 -22.0118 8.6737 -0.6 -0.1 0.5
H -1.8496 -19.4228 8.3690 0.4 -0.9 -0.3
C -7.2984 -20.4134 1.4177 0.4 0.7 0.0
C -7.6059 -21.5473 2.3284 -1.3 -1.6 -0.8
O -6.6718 -21.7149 3.3481 1.8 0.7 0.1
O -7.7347 -19.2561 2.0960 0.3 0.8 -0.2
H -7.8529 -20.5163 0.4925 -0.1 -0.2 -0.4
H -6.2106 -20.2956 1.1730 -0.7 -0.6 0.0
H -7.6740 -22.5098 1.7442 -0.1 0.8 0.4
H -8.5969 -21.3233 2.7915 0.7 -0.3 -0.3
H -5.8092 -21.4545 2.9359 -0.6 -0.7 0.8
H -7.0716 -18.5643 1.9238 -0.3 0.1 0.5
C -3.9405 -21.1778 5.2364 -3.3 0.9 -0.1
C -4.5556 -19.6958 5.3493 0.0 -1.8 1.0
O -5.9524 -19.6171 5.1861 -0.9 -0.8 -0.8
O -3.7035 -21.4425 3.8573 0.7 0.9 -0.5
H -4.7297 -21.9572 5.4588 0.6 1.1 0.8
H -3.0854 -21.3210 5.8701 0.6 0.1 0.2
H -4.1173 -19.0660 4.6024 0.9 0.4 -0.3
H -4.4368 -19.3018 6.3627 0.7 0.0 -0.3
H -6.2399 -20.1926 4.4401 0.0 0.4 0.5
H -3.2339 -22.2760 3.9018 0.4 -0.7 -0.4
C -9.1644 -18.2884 6.4473 0.6 1.5 0.6
C -9.5097 -19.7289 6.6287 -1.3 -2.1 -0.3
O -9.8770 -20.0450 7.9475 -0.4 0.3 1.1
O -7.7914 -18.0225 6.7654 -0.8 0.1 0.2
H -9.7288 -17.6160 7.1463 0.0 -1.0 -0.5
H -9.3555 -17.9078 5.4412 -0.2 -0.4 -0.1
H -8.8259 -20.5806 6.3778 0.5 1.5 -0.7
H -10.4138 -19.9821 6.0547 0.1 0.4 -0.1
H -9.2280 -19.6512 8.5317 0.2 0.0 0.2
H -7.3694 -18.5908 6.1299 1.5 -0.5 -0.4
C -3.5632 -19.6208 1.0603 0.4 1.4 -0.9
C -2.7411 -18.3267 0.9082 -0.3 0.5 0.5
O -1.7413 -18.4671 -0.0784 0.6 0.8 -1.6
O -4.0522 -19.9376 -0.2268 -1.5 -0.3 0.1
H -4.4081 -19.4245 1.7345 0.2 0.0 -0.2
H -3.0142 -20.4548 1.4291 0.7 -0.5 0.6
H -2.2759 -17.9463 1.8303 -0.3 -0.4 0.0
H -3.4059 -17.5533 0.5328 -0.5 0.1 0.3
H -1.7731 -17.6800 -0.6964 0.1 -1.5 1.2
H -3.3630 -19.9676 -0.8850 0.7 0.1 0.1
C -8.3246 -15.7543 4.4400 -0.6 -1.6 0.9
C -8.4590 -14.7812 5.5841 -0.1 0.2 -0.3
O -7.2026 -14.4037 6.0682 0.7 0.8 -0.1
O -7.5990 -15.2481 3.3528 0.9 -0.1 0.1
H -9.3357 -16.0910 4.1843 0.0 0.1 -0.4
H -7.7829 -16.6681 4.7354 -0.1 0.5 0.2
H -8.9656 -15.2102 6.4651 -0.2 0.1 -0.7
H -9.0264 -13.9191 5.1469 0.2 -0.3 0.7
H -6.7787 -13.8431 5.3975 0.0 -0.3 0.3
H -8.1092 -14.6585 2.8261 -0.8 0.7 -0.6
C -0.3453 -20.4665 2.4556 -1.0 1.8 -1.0
C 0.9949 -20.7838 3.0276 0.2 0.7 0.9
O 0.8232 -21.5535 4.1861 -0.6 -0.5 0.8
O -1.2203 -19.8670 3.4170 0.2 -0.1 0.7
H -0.8844 -21.3184 2.0666 0.4 -0.6 -0.2
H -0.2537 -19.7126 1.6472 0.1 -0.6 0.1
H 1.6104 -19.8990 3.3374 -0.6 -0.3 -0.8
H 1.5206 -21.3684 2.3081 0.7 -0.4 -0.5
H 0.1684 -21.0457 4.7035 0.4 -0.3 -0.1
H -2.0371 -20.3855 3.5362 0.0 -0.1 -0.1

***

# 2
104
Properties=species:S:1:pos:R:3:forces:R:3 method="wB97M-V/def2-TZVPD" total_charge=0 de_lowest_kcal_mol=0.0 total_energy_ha=-2715.93335 gap_ev=10.24 lumo_energy_ev=0.528
C -6.1101 0.5127 -3.7752 2.4 0.3 -3.0
O -6.5095 -0.6122 -4.0774 -1.0 -0.1 1.5
N -4.7578 0.7617 -3.9718 -2.2 0.1 0.2
N -6.9214 1.6022 -3.6202 0.0 -2.0 1.2
H -4.3811 1.6536 -3.8098 0.5 1.0 0.6
H -4.2096 -0.0349 -3.7641 0.9 -0.9 0.1
H -7.8518 1.2400 -3.6981 -0.7 0.9 -0.3
H -6.5844 2.4455 -4.0049 -0.2 0.9 -0.3
C -4.0477 -2.4948 -2.4516 0.2 -0.1 0.1
O -3.5065 -1.4374 -2.8593 -0.1 -1.0 0.6
N -5.2684 -2.8790 -2.8850 -0.5 2.0 -0.3
N -3.4305 -3.2637 -1.5117 1.2 1.2 -1.0
H -5.6248 -3.7742 -3.1016 0.3 -1.0 0.4
H -5.7574 -2.1012 -3.3508 0.1 -0.4 -0.1
H -2.4695 -2.9470 -1.3636 -0.4 -0.7 0.4
H -3.8795 -3.9485 -0.9479 -0.1 -0.3 0.2
C 0.5783 -2.1260 -2.3438 -1.4 0.6 -0.9
O 0.1616 -3.0703 -1.6475 0.0 0.2 -0.1
N 1.8586 -1.7090 -2.2751 1.2 1.9 0.1
N -0.2226 -1.4635 -3.2389 -0.2 0.6 -0.7
H 2.0346 -0.7429 -2.6642 -0.3 -1.4 0.5
H 2.2182 -1.8014 -1.3254 0.1 0.0 -0.3
H 0.1255 -0.6168 -3.8171 -0.8 -2.2 1.5
H -1.2069 -1.8052 -3.3175 1.3 0.7 0.0
C -0.9025 -1.2035 3.4453 -0.3 -0.1 0.4
O -0.5912 -1.6863 2.3162 -0.2 0.7 1.4
N -0.9556 -1.9755 4.5841 0.4 -1.0 -3.5
N -1.3227 0.1018 3.5545 0.7 -0.2 0.0
H -0.6258 -2.9161 4.4319 0.0 -0.3 -0.1
H -0.9314 -1.6844 5.5011 -0.1 1.3 1.9
H -1.2612 0.6461 4.4275 0.1 -0.6 -0.5
H -0.9359 0.6226 2.7799 -0.3 0.3 0.0
C -0.2958 -5.3603 2.4315 0.9 -0.8 -0.1
O -0.1707 -5.0919 3.6272 -0.6 0.2 -1.5
N -0.0238 -6.6559 1.9518 0.1 0.1 0.2
N -0.6728 -4.5517 1.3539 -0.1 1.2 0.9
H 0.0249 -6.8746 0.9668 -0.3 0.5 0.2
H 0.5929 -7.2512 2.4738 -0.1 0.2 0.6
H -0.0314 -4.6858 0.5993 0.1 -0.3 -0.7
H -0.7483 -3.5240 1.4959 0.0 -1.0 0.7
C 0.7740 5.4558 -0.9713 3.2 -0.9 1.3
O 1.9891 5.7853 -1.1095 -2.6 -0.8 0.5
N -0.1679 5.8093 -1.8404 -2.2 -0.7 0.7
N 0.3403 4.6320 0.1303 1.0 0.7 -1.1
H -1.1558 5.5473 -1.6826 1.1 0.2 -0.3
H 0.0505 6.4606 -2.5423 0.3 0.7 -0.7
H -0.5577 4.2229 -0.0375 -0.6 -0.3 -0.1
H 0.9938 3.8659 0.3447 -0.1 0.6 -0.3
C 0.0453 3.2345 3.7368 1.1 0.6 -0.3
O -0.4148 2.6594 4.7014 -0.4 -0.9 0.1
N 0.8351 2.7684 2.7114 0.6 -1.2 -0.2
N -0.0394 4.5439 3.5037 -1.0 2.3 0.4
H 1.1888 1.8369 2.8520 0.3 -0.3 -0.2
H 1.5827 3.4252 2.4184 -0.9 -1.0 0.2
H -0.6928 5.1274 4.0038 0.1 -0.2 -0.1
H 0.1934 4.7685 2.5532 -0.3 0.8 -0.1
C 3.6801 -1.9374 1.2495 1.3 0.3 -0.9
O 4.1185 -1.1355 2.0551 0.2 0.8 1.1
N 2.3738 -2.2498 1.1302 0.5 -1.7 -1.2
N 4.5881 -2.4170 0.2949 -0.6 -0.8 -0.2
H 2.2575 -3.2015 0.7233 -0.5 0.9 0.6
H 1.7539 -1.9322 1.8520 -0.2 -0.1 0.3
H 5.5688 -2.4211 0.5639 -0.6 0.3 0.2
H 4.3477 -3.1975 -0.3179 -0.2 0.3 0.4
C 3.8417 2.3046 0.3631 0.0 -0.1 0.8
O 2.6756 2.1032 0.7158 -0.3 -0.3 -0.2
N 4.8442 1.4237 0.5689 1.0 -0.5 -0.3
N 4.1869 3.4725 -0.1763 -0.2 2.0 -0.7
H 5.8086 1.6035 0.2866 -0.8 0.1 0.1
H 4.6499 0.4925 0.9080 -0.2 0.0 0.2
H 3.5206 4.2411 -0.2238 -0.2 -0.4 -0.1
H 5.1120 3.7752 -0.3808 0.6 -0.4 0.0
C -0.5761 0.6383 -0.7089 -2.8 1.6 -0.4
O -0.5447 1.5953 -1.5229 0.6 -0.7 0.0
N -1.8175 0.0571 -0.4746 1.5 -1.3 1.8
N 0.4027 0.3253 0.1081 0.5 -1.1 0.8
H -2.3496 -0.2361 -1.2700 -0.3 -0.1 -0.5
H -1.7437 -0.6380 0.3020 -0.5 0.5 -1.1
H 0.3034 -0.4177 0.8084 -0.1 0.4 -0.4
H 1.1589 0.9706 0.1985 0.8 0.4 0.1
C 3.1311 1.6955 4.2307 0.4 -0.4 -0.4
O 2.4853 0.6181 3.5586 -0.5 -0.1 0.9
H 2.4638 2.1504 4.9667 0.1 -0.1 -0.1
H 4.0654 1.3611 4.7079 -0.3 0.1 0.0
H 3.3692 2.3967 3.4371 0.3 0.6 0.2
H 3.1467 -0.0440 3.3508 0.2 -0.3 -0.5
C 1.8877 -5.6992 -1.1801 -1.1 1.3 -0.3
O 2.2337 -4.4253 -0.6101 -0.4 -0.5 -0.1
H 1.6172 -5.5465 -2.2281 0.2 -0.2 0.0
H 2.7443 -6.2985 -1.0890 1.0 -1.0 0.0
H 1.0058 -6.1954 -0.7326 0.4 0.3 0.2
H 1.6087 -3.7815 -1.0205 -0.2 -0.3 0.1
C -3.3392 3.0984 0.2145 1.4 0.3 -2.0
O -2.7673 3.3335 -1.1728 -1.7 1.3 1.8
H -4.2781 2.5310 0.1017 0.3 0.5 0.3
H -2.5726 2.4562 0.6545 -0.4 0.1 0.7
H -3.4266 4.0941 0.7435 -0.1 -1.3 -0.7
H -2.1550 2.6329 -1.3623 0.8 -0.9 -0.1
C 2.0047 2.3892 -3.0708 -1.0 -0.4 -0.8
O 1.2195 1.2482 -3.5243 0.3 0.2 0.9
H 2.8553 2.4751 -3.7124 0.7 -0.3 -0.3
H 1.4244 3.2849 -3.2722 -0.1 0.3 0.4
H 2.3165 2.3338 -2.0308 -0.2 -0.1 0.1
H 0.4480 1.2318 -2.9035 0.5 0.3 -0.2